The following is a quantum chemistry calculation of a single C4H6O2 molecule, from the OMol25 dataset.

Summary:
* relative energy (zero: lowest compared OMol25 entry of this formula, charge and spin): 3.493 eV
* SMILES string: C=C(O)[C@H]1CO1
* DFT total energy: -306.37792 Eh
* molar mass: 86.09 g/mol
* lowest unoccupied orbital energy: 0.93 eV

Each line ends with the Mulliken charge.
Cartesian coordinates (Å):
C: 0.6530 1.3960 -0.4174  -1.11
C: -0.0932 0.6594 0.4416  0.38
O: -0.9525 1.4262 1.1425  -0.51
C: -0.1073 -0.8098 0.6423  0.09
C: -0.2662 -1.6498 -0.5633  -0.40
O: 0.9915 -1.4831 0.0544  -0.39
H: 1.6377 1.1326 -0.7427  0.27
H: 0.0855 2.1092 -1.0172  0.34
H: -0.4073 2.2254 0.8566  0.40
H: -0.4494 -1.2028 1.5997  0.39
H: -0.3815 -1.1631 -1.5319  0.28
H: -0.7103 -2.6403 -0.4647  0.26